{
  "formula": "C4H14NO",
  "method": "ωB97M-V/def2-TZVPD",
  "relative_energy_ev": 1.2463,
  "homo_lumo_gap_ev": 12.74,
  "energy_ha": -290.5294,
  "total_charge": 1,
  "species": ["C", "C", "N", "C", "C", "H", "H", "H", "H", "H", "H", "H", "H", "H", "H", "H", "H", "H", "H", "O"],
  "positions_angstrom": [[1.225449, 1.111647, -0.422373], [0.507373, -0.082909, -1.130800], [-0.906365, -0.158623, -0.359290], [-1.694397, 1.072731, -0.510439], [1.146278, -1.396650, -0.636036], [1.285280, 1.127064, 0.669339], [2.267358, 0.865194, -0.694378], [1.096886, 2.130923, -0.779701], [0.282694, 0.190636, -2.159790], [-0.585849, -0.396127, 0.583269], [-1.286831, -1.012919, -0.764460], [-2.769269, 1.025757, -0.285597], [-1.648115, 1.147091, -1.584540], [-1.301961, 1.906391, 0.051822], [0.767815, -1.691178, 0.336338], [0.793097, -2.186554, -1.302846], [2.218603, -1.319033, -0.815735], [0.271084, -0.951367, 3.427065], [-1.219031, -0.816284, 3.456375], [-0.450098, -0.565790, 2.921777]],
  "forces_ev_per_a": [[1.9, -0.8, -1.1], [-1.0, 1.8, 4.2], [1.7, -0.6, -0.5], [-1.2, -0.4, -0.8], [-0.5, 0.0, -2.7], [-0.7, -0.4, 0.0], [-0.1, 0.5, 0.1], [-0.6, -0.2, -0.2], [0.2, -0.8, -0.1], [-0.6, 0.3, 0.4], [-0.9, 0.3, 0.2], [0.4, -0.7, 0.3], [-0.1, 1.2, -0.4], [0.5, 0.0, -0.2], [0.7, 0.3, 0.4], [0.1, -0.2, 0.0], [0.0, -0.3, 0.7], [0.3, 0.1, 0.0], [0.0, 0.2, -0.3], [-0.3, -0.2, 0.0]]
}